Version w
The following is a DFT calculation (the ωB97M-V functional and the def2-TZVPD basis) of a 6-piece molecular cluster, C12H18N6 overall.

HOMO energy	-11.13	eV

The geometry in ORCA input format:
```
! wB97M-V def2-TZVPD RIJCOSX def2/J DEFGRID3
* xyz 0 1
N 0.0749 1.1639 1.3049
N -4.6935 0.8914 2.0308
N -1.8084 -1.3201 -1.3521
N -0.4806 -4.9911 0.2124
N 1.8532 3.5788 2.3661
N 3.5535 1.2344 -1.4111
C -1.1001 -0.4280 -1.5191
C 0.8893 4.1602 2.5235
C -3.3720 -1.4254 1.7897
C -0.2664 0.7646 -1.9018
C 3.9471 0.7520 -2.3763
C 1.1576 0.8047 1.4642
C 2.5459 0.2785 1.6334
C -2.6152 -4.7535 -1.2801
C -0.3421 4.8613 2.6543
C 4.4069 0.0645 -3.6235
C -1.4386 -4.9081 -0.4159
C -4.0814 -0.0756 1.9294
H 4.8550 -0.8762 -3.3620
H 2.5831 -0.3648 2.4855
H 0.4151 1.1171 -1.1161
H 0.3441 0.4472 -2.7180
H -0.3283 5.6577 1.8877
H -1.1876 4.1904 2.4785
H -0.4167 5.2907 3.6686
H 3.5626 -0.0177 -4.3008
H 2.7993 -0.2724 0.7278
H -0.9685 1.5649 -2.1736
H -2.3644 -1.2795 1.4415
H -3.4957 -5.2720 -0.9028
H -3.4028 -1.8689 2.7564
H 5.2203 0.6490 -4.1254
H -2.3381 -5.0439 -2.2950
H 3.2760 1.1184 1.7356
H -3.9963 -2.0216 1.1025
H -2.7871 -3.6710 -1.3194
*
```

=====

Version x
The following is a DFT calculation (the ωB97M-V functional and the def2-TZVPD basis) of a 6-piece molecular cluster, C12H18N6 overall.

HOMO energy	-11.34	eV

The geometry in ORCA input format:
```
! wB97M-V def2-TZVPD RIJCOSX def2/J DEFGRID3
* xyz 0 1
N -0.6873 6.2662 -0.2759
N -3.6183 1.0899 1.9728
N 0.6290 1.4619 -1.0687
N 1.9519 -4.9290 -1.0390
N 5.3464 5.6198 -2.7226
N -3.3320 -4.7366 2.9048
C -3.3859 -5.0985 1.8150
C 3.9941 -6.3277 -1.9999
C 2.8697 -5.5083 -1.4282
C -3.4503 -5.5089 0.4209
C -0.0261 0.5825 -1.3602
C -4.3281 1.8517 2.4639
C -0.0994 5.2171 2.0542
C 5.4437 4.5436 -2.2600
C -0.4368 5.7567 0.7162
C 5.6503 3.1856 -1.7305
C -5.2472 2.8056 3.0792
C -0.9245 -0.5360 -1.6843
H 5.0876 2.4017 -2.2375
H -4.8491 3.8158 2.9834
H -1.6419 -0.0404 -2.3384
H -3.2191 -4.5743 -0.0900
H 0.7799 4.5731 2.0425
H 0.0989 5.9431 2.8427
H -4.4579 -5.8628 0.2025
H -0.4453 -1.1277 -2.4642
H -5.4299 2.7348 4.1514
H 6.7121 3.0066 -1.8998
H -1.4621 -1.1173 -0.9352
H -0.9702 4.6123 2.3073
H 5.0184 -6.2227 -1.6423
H 3.8133 -7.3862 -1.8124
H 5.4386 3.1206 -0.6632
H 4.0698 -6.0559 -3.0527
H -6.1798 2.7316 2.5198
H -2.7127 -6.2880 0.2286
*
```

=====

The data favor version w; the next most stable structure lies 0.0365 hartree above it.

=====

Version w
The following is a DFT calculation (the ωB97M-V functional and the def2-TZVPD basis) of a 10-piece molecular cluster, H19O10 overall.

HOMO energy	-6.80	eV

The geometry in ORCA input format:
```
! wB97M-V def2-TZVPD RIJCOSX def2/J DEFGRID3
* xyz -1 1
O -0.3096 -1.2712 -3.0952
O -2.4466 1.8648 0.4338
O 2.1364 1.5028 -0.4232
O 0.2964 2.5988 1.6658
O -1.2296 -3.0612 -1.0502
O 3.5114 -1.2532 0.7078
O -0.1766 0.3338 0.2078
O -0.9616 1.1378 -2.3722
O 1.0574 -0.5822 2.1838
O -2.1176 -1.3812 0.8978
H -0.6386 -1.9352 -2.6352
H 0.4244 -1.0642 2.5748
H -1.6356 -0.6732 0.5428
H 2.6944 -1.2062 1.0368
H 2.3894 2.1578 0.1868
H 0.5744 -0.1332 1.3648
H -0.9526 2.0598 -2.5452
H -0.7666 -0.3042 -3.0072
H -0.9096 1.3218 -1.5422
H 1.1384 1.1868 -0.1742
H 3.8124 -2.1252 0.8308
H -2.0736 2.7628 0.2298
H -1.8826 -1.4972 1.8738
H 1.0324 2.3118 2.3278
H -0.1906 -3.3292 -1.0102
H -0.0046 1.9388 1.2658
H 0.3344 -0.3412 -0.3852
H -1.4716 -2.3042 -0.3922
H -1.6346 1.2858 0.3018
*
```

=====

Version x
The following is a DFT calculation (the ωB97M-V functional and the def2-TZVPD basis) of a 10-piece molecular cluster, H19O10 overall.

HOMO energy	-7.01	eV

The geometry in ORCA input format:
```
! wB97M-V def2-TZVPD RIJCOSX def2/J DEFGRID3
* xyz -1 1
O -0.8225 0.0134 -0.3451
O -1.3383 -2.4240 0.3382
O 2.5479 2.5932 0.1607
O 1.5937 0.2261 -2.5381
O 0.8865 0.1498 2.0275
O 1.8856 -3.2490 0.3236
O -3.0836 1.0385 0.2897
O -0.7741 -1.6586 2.9850
O -1.3070 0.3352 -2.8117
O -0.3580 2.5907 0.0219
H 0.9645 -3.0352 0.3032
H -2.2919 0.4447 0.0583
H -0.6617 1.0358 -3.0020
H -0.5238 1.6286 -0.1078
H -2.7848 1.1063 1.2068
H -0.3070 -0.9021 2.6775
H -0.9139 -1.9825 2.1160
H 0.5601 0.0602 -2.4426
H 0.0758 -0.2874 -0.1900
H -1.0685 -1.4701 -0.1223
H 2.3848 3.2362 0.8288
H -1.8923 -3.0164 -0.2565
H 0.6406 2.6059 0.1169
H 1.3420 -0.3559 1.5331
H -1.2145 0.4019 -1.8823
H 2.0307 1.7857 0.4141
H 0.3794 0.4208 1.3692
H 2.4415 -2.3087 0.1250
H 1.6089 1.0172 -3.1972
*
```

=====

Version y
The following is a DFT calculation (the ωB97M-V functional and the def2-TZVPD basis) of a 10-piece molecular cluster, H19O10 overall.

HOMO energy	-6.86	eV

The geometry in ORCA input format:
```
! wB97M-V def2-TZVPD RIJCOSX def2/J DEFGRID3
* xyz -1 1
O 0.3912 -1.2836 1.6474
O -2.8542 2.5245 -1.0173
O 1.5256 -0.3650 -1.2790
O -1.0529 -0.8242 -2.2349
O 3.4492 -2.8947 0.8587
O -0.2026 0.8018 0.1165
O -0.4099 0.8498 3.0260
O -3.4341 0.2008 1.5702
O 1.5479 3.0914 -2.8448
O 1.2479 -2.9470 -0.5329
H 3.1170 -2.9631 -0.0591
H -0.1202 -0.8130 -1.9415
H -0.9948 1.4516 3.4849
H 0.7942 0.0084 -0.5244
H -3.4375 -0.1015 0.6537
H 2.5861 -3.0620 1.2499
H 1.0645 2.2601 -2.9749
H 0.6965 -2.7638 0.2435
H 1.1026 3.3543 -2.0266
H -3.2229 2.4803 -0.1269
H 0.4584 -1.1106 2.5862
H 1.5099 -2.0275 -0.7565
H 0.4117 1.4268 -0.2818
H -1.4208 -0.0675 -1.7714
H 0.0644 -0.4487 1.2541
H -0.2955 1.1172 2.0948
H 2.1666 0.3397 -1.3998
H -2.0686 1.9695 -0.9122
H -2.6197 -0.2039 1.8980
*
```

=====

Version z
The following is a DFT calculation (the ωB97M-V functional and the def2-TZVPD basis) of a 10-piece molecular cluster, H19O10 overall.

HOMO energy	-6.01	eV

The geometry in ORCA input format:
```
! wB97M-V def2-TZVPD RIJCOSX def2/J DEFGRID3
* xyz -1 1
O 2.1346 -0.8168 -0.2094
O -0.5383 2.1289 -2.0004
O -0.1765 0.7257 0.8470
O 1.4402 -3.5811 0.8499
O 3.7415 2.0346 -0.1844
O -3.0446 -2.5374 -0.8033
O -0.1293 -0.8410 -1.0683
O 1.8399 0.6043 2.3806
O -2.8522 2.5470 -0.6842
O -2.5877 -0.3178 0.5942
H 3.1492 2.7023 0.1883
H 1.7405 -2.8927 1.2777
H 1.0070 0.8548 1.8820
H -1.8298 0.2728 0.6261
H -0.1177 1.4876 -2.4989
H 0.6348 -3.9290 1.1470
H -0.6222 1.1614 1.4619
H 2.0577 -0.1826 2.0273
H -2.5123 -1.6096 -0.9946
H -2.2548 2.4719 -1.4013
H 4.0530 1.4674 0.4036
H 2.6483 -0.3725 -0.8619
H 0.6969 -1.3217 -1.1095
H -2.6212 -2.7918 -0.0740
H 1.5522 -0.2946 0.2475
H -2.7633 -0.4206 1.6936
H -0.3956 -0.3756 -0.2663
H -0.0778 2.5279 -1.2488
H -2.9664 1.6738 -0.2740
*
```

=====

The data favor version y; the next most stable structure lies 0.0927 hartree above it.